(1)
Molecular formula: C11H21N2S2
Method: DFT, ωB97M-V with the def2-TZVPD basis set

Output
**Electronic energy**: -36392.8458 eV
**Lowest unoccupied orbital energy**: -2.798 eV
**Energy above the lowest of the compared OMol25 structures with the same formula, charge and spin**: 0.0000 eV
**Charge**: +1

Each atom is followed by the atoms it is bonded to, with distances in Å.
Element x y z (Å)
1 C -2.230 -1.394 0.548  N2 1.452, H16 1.097, H17 1.097, H18 1.102
2 N -1.090 -1.162 1.416  C1 1.452, C3 1.450, C8 1.337
3 C -1.381 -1.193 2.836  N2 1.450, C4 1.498, H19 1.099, H20 1.092
4 C -0.152 -1.573 3.605  C3 1.498, C5 1.498, H21 1.091, H22 1.097
5 C 1.009 -0.711 3.209  C4 1.498, N6 1.450, H23 1.099, H24 1.091
6 N 1.153 -0.698 1.766  C5 1.450, C7 1.457, C8 1.330
7 C 2.497 -0.365 1.313  N6 1.457, H25 1.094, H26 1.100, H27 1.098
8 C 0.117 -0.833 0.944  N2 1.337, N6 1.330, C9 1.522
9 C 0.343 -0.774 -0.561  C8 1.522, C10 1.521, H28 1.098, H29 1.097
10 C 0.065 0.527 -1.296  C9 1.521, S11 1.812, S15 1.811, H30 1.108
11 S 1.616 1.110 -2.030  C10 1.812, C12 1.808
12 C 1.044 2.467 -3.078  S11 1.808, C13 1.525, H31 1.097, H32 1.098
13 C 0.015 2.033 -4.116  C12 1.525, C14 1.524, H33 1.095, H34 1.096
14 C -1.311 1.758 -3.417  C13 1.524, S15 1.805, H35 1.097, H36 1.097
15 S -1.306 0.239 -2.443  C10 1.811, C14 1.805
16 H -1.966 -2.042 -0.297  C1 1.097
17 H -2.995 -1.916 1.135  C1 1.097
18 H -2.656 -0.457 0.155  C1 1.102
19 H -1.774 -0.223 3.171  C3 1.099
20 H -2.174 -1.929 2.985  C3 1.092
21 H -0.340 -1.485 4.676  C4 1.091
22 H 0.089 -2.625 3.406  C4 1.097
23 H 0.889 0.311 3.597  C5 1.099
24 H 1.937 -1.105 3.625  C5 1.091
25 H 2.759 -0.900 0.394  C7 1.094
26 H 2.624 0.714 1.141  C7 1.100
27 H 3.204 -0.692 2.086  C7 1.098
28 H 1.394 -1.038 -0.738  C9 1.098
29 H -0.265 -1.562 -1.021  C9 1.097
30 H -0.268 1.328 -0.605  C10 1.108
31 H 1.965 2.800 -3.575  C12 1.097
32 H 0.654 3.270 -2.440  C12 1.098
33 H -0.124 2.836 -4.848  C13 1.095
34 H 0.361 1.122 -4.620  C13 1.096
35 H -1.601 2.592 -2.765  C14 1.097
36 H -2.100 1.571 -4.156  C14 1.097

(2)
Molecular formula: C11H21N3O3
Method: DFT, ωB97M-V with the def2-TZVPD basis set

Output
**Electronic energy**: -22357.9132 eV
**Lowest unoccupied orbital energy**: 0.498 eV
**Energy above the lowest of the compared OMol25 structures with the same formula, charge and spin**: 4.1609 eV
**Charge**: 0

Each atom is followed by the atoms it is bonded to, with distances in Å.
Element x y z (Å)
1 N 3.862 2.431 1.185  C2 1.408, H18 1.047, H19 1.065
2 C 3.614 1.495 2.208  N1 1.408, C3 1.609, H20 1.172, H21 1.018
3 C 3.399 0.004 1.642  C2 1.609, C4 1.521, H22 1.124, H23 1.098
4 C 2.163 -0.131 0.765  C3 1.521, C5 1.541, H24 1.071, H25 1.085
5 C 0.879 0.497 1.340  C4 1.541, C6 1.454, H26 1.140, H27 1.188
6 C -0.330 -0.307 1.265  C5 1.454, N7 1.508, C8 1.624, H28 1.133
7 N -0.183 -1.480 2.201  C6 1.508, H29 1.033, H30 1.048
8 C -0.710 -1.061 -0.121  C6 1.624, O9 1.174, N10 1.418
9 O -0.280 -2.138 -0.300  C8 1.174
10 N -1.303 -0.301 -1.161  C8 1.418, C11 1.413, C14 1.614
11 C -1.950 0.922 -0.872  N10 1.413, C12 1.526, H31 1.094, H32 1.185
12 C -3.464 0.730 -0.911  C11 1.526, C13 1.528, H33 1.076, H34 1.124
13 C -3.538 -0.431 -1.902  C12 1.528, C14 1.548, H35 1.133, H36 1.048
14 C -2.265 -1.309 -1.976  N10 1.614, C13 1.548, C15 1.540, H37 1.116
15 C -1.621 -1.519 -3.359  C14 1.540, O16 1.185, O17 1.299
16 O -1.842 -2.472 -4.026  C15 1.185
17 O -0.723 -0.597 -3.537  C15 1.299, H38 1.012
18 H 4.794 2.343 0.715  N1 1.047
19 H 3.263 2.167 0.345  N1 1.065
20 H 4.241 1.866 3.125  C2 1.172
21 H 2.692 1.624 2.620  C2 1.018
22 H 3.215 -0.702 2.498  C3 1.124
23 H 4.252 -0.506 1.176  C3 1.098
24 H 1.821 -1.134 0.614  C4 1.071
25 H 2.363 0.326 -0.198  C4 1.085
26 H 0.762 1.623 1.206  C5 1.140
27 H 1.141 0.502 2.499  C5 1.188
28 H -1.211 0.318 1.608  C6 1.133
29 H 0.115 -2.255 1.586  N7 1.033
30 H -1.070 -1.787 2.666  N7 1.048
31 H -1.683 1.651 -1.642  C11 1.094
32 H -1.769 1.331 0.225  C11 1.185
33 H -3.870 0.564 0.072  C12 1.076
34 H -3.981 1.701 -1.142  C12 1.124
35 H -3.748 -0.012 -2.934  C13 1.133
36 H -4.440 -0.923 -1.702  C13 1.048
37 H -2.363 -2.246 -1.379  C14 1.116
38 H -0.229 -0.787 -4.399  O17 1.012

(3)
Molecular formula: C11H21N3O4S
Method: DFT, ωB97M-V with the def2-TZVPD basis set

Output
**Electronic energy**: -35242.4162 eV
**Lowest unoccupied orbital energy**: 0.628 eV
**Energy above the lowest of the compared OMol25 structures with the same formula, charge and spin**: 0.0000 eV
**Charge**: 0

Each atom is followed by the atoms it is bonded to, with distances in Å.
Element x y z (Å)
1 C -1.734 3.173 -2.167  N2 1.468, H20 1.167, H21 1.115, H22 1.149
2 N -1.592 1.826 -1.601  C1 1.468, C3 1.395, H23 1.029
3 C -0.609 0.929 -2.019  N2 1.395, O4 1.215, C5 1.572
4 O 0.236 1.082 -2.879  C3 1.215
5 C -0.733 -0.474 -1.322  C3 1.572, C6 1.561, N8 1.474, H24 1.138
6 C -0.462 -1.697 -2.253  C5 1.561, O7 1.398, H25 1.159, H26 1.133
7 O -0.887 -2.901 -1.685  C6 1.398, H27 0.980
8 N 0.282 -0.414 -0.255  C5 1.474, C9 1.315, H28 1.017
9 C 0.196 0.165 0.923  N8 1.315, O10 1.285, C11 1.588
10 O -0.898 0.760 1.239  C9 1.285
11 C 1.387 0.160 1.974  C9 1.588, C12 1.586, N16 1.445, H29 1.084
12 C 2.371 1.396 1.837  C11 1.586, C13 1.630, H30 1.080, H31 1.135
13 C 2.633 1.610 0.243  C12 1.630, S14 1.847, H32 1.100, H33 1.172
14 S 4.231 2.517 0.059  C13 1.847, C15 1.840
15 C 3.958 3.404 -1.530  S14 1.840, H34 1.051, H35 1.051, H36 1.068
16 N 0.894 0.140 3.332  C11 1.445, C17 1.275, H37 0.990
17 C 0.189 -0.797 3.833  N16 1.275, C18 1.474, O19 1.234
18 C -0.396 -0.609 5.173  C17 1.474, H38 1.095, H39 1.128, H40 1.129
19 O -0.198 -1.817 3.256  C17 1.234
20 H -2.767 3.234 -2.707  C1 1.167
21 H -1.651 3.914 -1.338  C1 1.115
22 H -0.812 3.336 -2.832  C1 1.149
23 H -2.169 1.578 -0.786  N2 1.029
24 H -1.758 -0.548 -0.835  C5 1.138
25 H -1.125 -1.425 -3.165  C6 1.159
26 H 0.574 -1.913 -2.658  C6 1.133
27 H -0.816 -2.821 -0.710  O7 0.980
28 H 1.156 -0.806 -0.599  N8 1.017
29 H 1.903 -0.785 1.846  C11 1.084
30 H 1.908 2.250 2.309  C12 1.080
31 H 3.246 1.346 2.559  C12 1.135
32 H 1.788 2.193 -0.153  C13 1.100
33 H 2.677 0.555 -0.266  C13 1.172
34 H 3.352 2.817 -2.157  C15 1.051
35 H 3.678 4.415 -1.478  C15 1.051
36 H 4.925 3.392 -1.984  C15 1.068
37 H 0.916 0.964 3.880  N16 0.990
38 H -0.320 -1.585 5.664  C18 1.095
39 H 0.290 0.100 5.721  C18 1.128
40 H -1.408 -0.115 5.244  C18 1.129

(4)
Molecular formula: C11H21N3O5
Method: DFT, ωB97M-V with the def2-TZVPD basis set

Output
**Electronic energy**: -26448.0558 eV
**Lowest unoccupied orbital energy**: -0.061 eV
**Energy above the lowest of the compared OMol25 structures with the same formula, charge and spin**: 8.7423 eV
**Charge**: 0

Each atom is followed by the atoms it is bonded to, with distances in Å.
Element x y z (Å)
1 N 5.099 0.043 -0.386  C2 1.484, H20 1.068, H21 1.105
2 C 4.885 1.202 0.515  N1 1.484, C3 1.612, H22 1.126, H23 1.200
3 C 3.373 1.761 0.509  C2 1.612, C4 1.596, H24 1.221, H25 1.242
4 C 2.737 0.462 1.182  C3 1.596, C5 1.579, H26 1.121, H27 1.071
5 C 1.162 0.425 1.068  C4 1.579, C6 1.610, H28 1.097, H29 1.276
6 C 0.778 -0.148 -0.386  C5 1.610, N7 1.513, C17 1.537, H30 1.194
7 N -0.685 -0.363 -0.710  C6 1.513, C8 1.420, H31 1.081
8 C -1.506 -1.358 -0.118  N7 1.420, O9 1.178, C10 1.534
9 O -1.099 -2.125 0.679  C8 1.178
10 C -3.034 -1.491 -0.079  C8 1.534, N11 1.539, C12 1.620, H32 1.113
11 N -3.593 -2.004 1.261  C10 1.539, H33 1.089, H34 1.183
12 C -3.813 -0.110 -0.413  C10 1.620, C13 1.699, H35 1.229, H36 1.013
13 C -3.280 1.053 0.706  C12 1.699, C14 1.601, H37 1.138, H38 1.016
14 C -2.615 2.137 -0.267  C13 1.601, O15 1.336, O16 1.444
15 O -2.070 1.700 -1.407  C14 1.336
16 O -2.869 3.534 -0.002  C14 1.444, H39 0.905
17 C 1.697 -1.319 -0.766  C6 1.537, O18 1.162, O19 1.296
18 O 2.624 -1.249 -1.464  C17 1.162
19 O 1.438 -2.527 -0.374  C17 1.296, H40 0.912
20 H 4.426 -0.076 -1.206  N1 1.068
21 H 5.526 -0.689 0.323  N1 1.105
22 H 5.127 0.813 1.544  C2 1.126
23 H 5.479 2.234 0.370  C2 1.200
24 H 3.086 2.123 -0.622  C3 1.221
25 H 3.546 2.646 1.363  C3 1.242
26 H 2.975 -0.463 0.595  C4 1.121
27 H 3.088 0.547 2.191  C4 1.071
28 H 0.885 1.485 1.005  C5 1.097
29 H 0.756 0.121 2.239  C5 1.276
30 H 1.157 0.703 -1.132  C6 1.194
31 H -1.157 0.494 -1.170  N7 1.081
32 H -3.507 -2.016 -0.939  C10 1.113
33 H -4.348 -2.753 1.025  N11 1.089
34 H -2.641 -2.412 1.831  N11 1.183
35 H -3.153 0.015 -1.442  C12 1.229
36 H -4.773 -0.372 -0.600  C12 1.013
37 H -2.667 0.587 1.544  C13 1.138
38 H -4.202 1.327 1.032  C13 1.016
39 H -2.583 4.247 -0.481  O16 0.905
40 H 0.747 -2.628 0.212  O19 0.912

(5)
Molecular formula: C11H21N3O5
Method: DFT, ωB97M-V with the def2-TZVPD basis set

Output
**Electronic energy**: -26451.9397 eV
**Lowest unoccupied orbital energy**: 0.546 eV
**Energy above the lowest of the compared OMol25 structures with the same formula, charge and spin**: 4.8584 eV
**Charge**: 0

Each atom is followed by the atoms it is bonded to, with distances in Å.
Element x y z (Å)
1 N -4.435 0.202 0.759  C2 1.565, H20 0.999, H21 0.994
2 C -3.746 -0.871 -0.148  N1 1.565, C3 1.476, H22 1.088, H23 1.063
3 C -3.022 -0.398 -1.344  C2 1.476, C4 1.575, H24 1.272, H25 1.070
4 C -2.184 0.913 -1.096  C3 1.575, C5 1.526, H26 1.050, H27 1.164
5 C -0.688 0.629 -1.000  C4 1.526, C6 1.659, H28 1.055, H29 1.082
6 C 0.401 1.794 -0.541  C5 1.659, N7 1.444, C17 1.524, H30 1.165
7 N 1.601 1.737 -1.342  C6 1.444, C8 1.444, H31 1.057
8 C 2.786 0.949 -1.104  N7 1.444, O9 1.217, C10 1.495
9 O 3.871 1.491 -1.203  C8 1.217
10 C 2.424 -0.465 -0.780  C8 1.495, N11 1.461, C12 1.663, H32 1.046
11 N 2.860 -1.430 -1.786  C10 1.461, H33 1.033, H34 1.029
12 C 2.915 -0.951 0.733  C10 1.663, C13 1.537, H35 1.070, H36 1.139
13 C 1.963 -1.824 1.565  C12 1.537, C14 1.608, H37 1.175, H38 1.083
14 C 0.686 -1.558 2.505  C13 1.608, O15 1.227, O16 1.329
15 O 0.050 -2.473 3.017  C14 1.227
16 O 0.406 -0.262 2.606  C14 1.329, H39 1.095
17 C 0.613 1.805 0.968  C6 1.524, O18 1.222, O19 1.263
18 O 1.706 2.024 1.468  C17 1.222
19 O -0.473 1.780 1.612  C17 1.263, H40 1.032
20 H -5.181 0.532 0.182  N1 0.999
21 H -5.034 -0.215 1.434  N1 0.994
22 H -4.429 -1.657 -0.463  C2 1.088
23 H -3.048 -1.285 0.539  C2 1.063
24 H -3.761 0.060 -2.272  C3 1.272
25 H -2.481 -1.144 -1.889  C3 1.070
26 H -2.425 1.584 -1.866  C4 1.050
27 H -2.529 1.413 -0.103  C4 1.164
28 H -0.429 -0.203 -0.406  C5 1.055
29 H -0.283 0.284 -1.943  C5 1.082
30 H -0.186 2.754 -0.844  C6 1.165
31 H 1.783 2.620 -1.894  N7 1.057
32 H 1.382 -0.542 -0.826  C10 1.046
33 H 2.922 -0.902 -2.672  N11 1.033
34 H 3.812 -1.790 -1.633  N11 1.029
35 H 3.236 -0.101 1.298  C12 1.070
36 H 3.872 -1.341 0.256  C12 1.139
37 H 1.492 -2.690 0.926  C13 1.175
38 H 2.576 -2.209 2.370  C13 1.083
39 H 1.163 0.520 2.488  O16 1.095
40 H -0.187 1.217 2.428  O19 1.032

(6)
Molecular formula: C11H21N5O5
Method: DFT, ωB97M-V with the def2-TZVPD basis set

Output
**Electronic energy**: -29435.9327 eV
**Lowest unoccupied orbital energy**: 0.328 eV
**Energy above the lowest of the compared OMol25 structures with the same formula, charge and spin**: 2.2060 eV
**Charge**: 0

Each atom is followed by the atoms it is bonded to, with distances in Å.
Element x y z (Å)
1 H -0.354 2.937 1.053  N2 1.028
2 N -0.007 3.070 0.095  H1 1.028, C3 1.292
3 C 0.928 2.220 -0.177  N2 1.292, N4 1.332, N5 1.349
4 N 1.563 2.283 -1.347  C3 1.332, H23 1.038, H24 0.987
5 N 1.295 1.297 0.734  C3 1.349, C6 1.401, H25 0.992
6 C 2.512 0.603 0.698  N5 1.401, C7 1.560, H26 1.145, H27 1.110
7 C 2.455 -0.923 0.381  C6 1.560, C8 1.491, H28 1.070, H29 1.055
8 C 2.306 -1.111 -1.090  C7 1.491, C9 1.492, H30 1.093, H31 1.104
9 C 0.917 -0.913 -1.596  C8 1.492, N10 1.464, C20 1.571, H32 1.144
10 N -0.110 -1.913 -1.301  C9 1.464, C11 1.386, H33 1.021
11 C -1.246 -1.983 -0.510  N10 1.386, O12 1.230, C13 1.586
12 O -1.949 -2.992 -0.571  C11 1.230
13 C -1.646 -0.833 0.506  C11 1.586, N14 1.447, C15 1.634, H34 1.138
14 N -3.081 -0.650 0.522  C13 1.447, H35 1.051, H36 1.021
15 C -1.029 -1.211 1.972  C13 1.634, C16 1.508, H37 1.050, H38 1.118
16 C -1.743 -0.494 3.090  C15 1.508, C17 1.575, H39 1.089, H40 1.101
17 C -1.486 1.057 3.005  C16 1.575, O18 1.218, O19 1.394
18 O -0.453 1.579 3.385  C17 1.218
19 O -2.567 1.735 2.444  C17 1.394, H41 1.063
20 C 0.967 -0.642 -3.142  C9 1.571, O21 1.187, O22 1.354
21 O 0.376 -1.246 -3.975  C20 1.187
22 O 1.708 0.478 -3.315  C20 1.354, H42 0.985
23 H 1.397 3.124 -1.932  N4 1.038
24 H 2.163 1.571 -1.673  N4 0.987
25 H 0.960 1.417 1.660  N5 0.992
26 H 3.015 0.820 1.703  C6 1.145
27 H 3.182 1.079 -0.049  C6 1.110
28 H 3.439 -1.321 0.519  C7 1.070
29 H 1.843 -1.536 0.984  C7 1.055
30 H 2.935 -0.302 -1.473  C8 1.093
31 H 2.690 -2.074 -1.469  C8 1.104
32 H 0.440 0.029 -1.154  C9 1.144
33 H 0.088 -2.886 -1.540  N10 1.021
34 H -1.221 0.204 0.309  C13 1.138
35 H -3.534 -1.547 0.214  N14 1.051
36 H -3.291 0.097 -0.140  N14 1.021
37 H -1.003 -2.243 2.166  C15 1.050
38 H 0.038 -0.877 1.956  C15 1.118
39 H -1.525 -0.907 4.073  C16 1.089
40 H -2.837 -0.584 3.002  C16 1.101
41 H -2.348 2.762 2.611  O19 1.063
42 H 1.776 0.573 -4.294  O22 0.985

Which of these has the lowest electronic energy? C11H21N2S2

Copy entry 2 word for word.
Molecular formula: C11H21N3O3
Method: DFT, ωB97M-V with the def2-TZVPD basis set

Output
**Electronic energy**: -22357.9132 eV
**Lowest unoccupied orbital energy**: 0.498 eV
**Energy above the lowest of the compared OMol25 structures with the same formula, charge and spin**: 4.1609 eV
**Charge**: 0

Each atom is followed by the atoms it is bonded to, with distances in Å.
Element x y z (Å)
1 N 3.862 2.431 1.185  C2 1.408, H18 1.047, H19 1.065
2 C 3.614 1.495 2.208  N1 1.408, C3 1.609, H20 1.172, H21 1.018
3 C 3.399 0.004 1.642  C2 1.609, C4 1.521, H22 1.124, H23 1.098
4 C 2.163 -0.131 0.765  C3 1.521, C5 1.541, H24 1.071, H25 1.085
5 C 0.879 0.497 1.340  C4 1.541, C6 1.454, H26 1.140, H27 1.188
6 C -0.330 -0.307 1.265  C5 1.454, N7 1.508, C8 1.624, H28 1.133
7 N -0.183 -1.480 2.201  C6 1.508, H29 1.033, H30 1.048
8 C -0.710 -1.061 -0.121  C6 1.624, O9 1.174, N10 1.418
9 O -0.280 -2.138 -0.300  C8 1.174
10 N -1.303 -0.301 -1.161  C8 1.418, C11 1.413, C14 1.614
11 C -1.950 0.922 -0.872  N10 1.413, C12 1.526, H31 1.094, H32 1.185
12 C -3.464 0.730 -0.911  C11 1.526, C13 1.528, H33 1.076, H34 1.124
13 C -3.538 -0.431 -1.902  C12 1.528, C14 1.548, H35 1.133, H36 1.048
14 C -2.265 -1.309 -1.976  N10 1.614, C13 1.548, C15 1.540, H37 1.116
15 C -1.621 -1.519 -3.359  C14 1.540, O16 1.185, O17 1.299
16 O -1.842 -2.472 -4.026  C15 1.185
17 O -0.723 -0.597 -3.537  C15 1.299, H38 1.012
18 H 4.794 2.343 0.715  N1 1.047
19 H 3.263 2.167 0.345  N1 1.065
20 H 4.241 1.866 3.125  C2 1.172
21 H 2.692 1.624 2.620  C2 1.018
22 H 3.215 -0.702 2.498  C3 1.124
23 H 4.252 -0.506 1.176  C3 1.098
24 H 1.821 -1.134 0.614  C4 1.071
25 H 2.363 0.326 -0.198  C4 1.085
26 H 0.762 1.623 1.206  C5 1.140
27 H 1.141 0.502 2.499  C5 1.188
28 H -1.211 0.318 1.608  C6 1.133
29 H 0.115 -2.255 1.586  N7 1.033
30 H -1.070 -1.787 2.666  N7 1.048
31 H -1.683 1.651 -1.642  C11 1.094
32 H -1.769 1.331 0.225  C11 1.185
33 H -3.870 0.564 0.072  C12 1.076
34 H -3.981 1.701 -1.142  C12 1.124
35 H -3.748 -0.012 -2.934  C13 1.133
36 H -4.440 -0.923 -1.702  C13 1.048
37 H -2.363 -2.246 -1.379  C14 1.116
38 H -0.229 -0.787 -4.399  O17 1.012

Which of these has the highest lowest unoccupied orbital energy? C11H21N3O4S

Which value of electronic energy does entry 3 give? -35242.4162 eV